The following is a quantum chemistry calculation of C50H42N4O5SSr as an isolated structure in a non-equilibrium geometry, from the Open Molecules 2025 dataset.

Properties
**LUMO**: -0.53 eV
**HOMO energy**: -6.229 eV
**Orbital gap**: 5.7 eV
**Relative energy (zero: lowest compared OMol25 entry of this formula, charge and spin)**: 1.3809 eV

```
103
Properties=species:S:1:pos:R:3:forces:R:3
Sr -1.2826 -0.4952 1.3480 -0.116 -0.284 -0.391
C -1.3800 8.5217 -3.2613 -0.062 -0.012 0.062
O -2.3969 7.9599 -2.4513 0.063 0.049 -0.058
C -2.1580 6.7305 -1.9153 0.099 -0.023 -0.027
C -3.1838 6.1887 -1.1473 -0.065 -0.037 0.041
C -3.0317 4.9396 -0.5734 -0.029 0.002 0.024
C -1.8608 4.2015 -0.7433 -0.151 -0.074 0.146
C -0.8449 4.7592 -1.5055 0.003 0.053 -0.021
C -0.9788 6.0142 -2.0929 -0.061 -0.026 0.037
C -1.6889 2.8351 -0.1467 0.098 -0.142 0.038
C -2.2768 1.7702 -0.8727 0.043 0.050 -0.026
C -3.0166 1.9320 -2.1088 0.003 0.011 0.051
C -3.1976 0.6921 -2.6282 0.028 -0.053 0.006
C -2.5730 -0.2469 -1.7143 0.030 0.004 -0.059
N -2.0928 0.4393 -0.6382 -0.151 0.426 -1.002
C -2.3382 -1.6156 -2.0010 0.155 -0.032 0.167
C -1.5481 -2.5243 -1.2588 -0.016 0.006 -0.109
C -1.2191 -3.8703 -1.7016 -0.058 0.054 0.013
C -0.2699 -4.3419 -0.8605 0.040 0.035 0.041
C -0.0176 -3.3010 0.1210 0.154 0.031 -0.097
C 1.0457 -3.3255 1.0563 0.040 0.285 -0.086
C 2.0958 -4.3780 0.8232 -0.181 -0.033 0.188
C 3.2500 -4.0332 0.1279 -0.044 -0.072 0.036
C 4.2385 -4.9703 -0.1607 -0.093 0.038 0.034
C 4.0719 -6.2878 0.2553 0.067 0.113 -0.067
O 4.9615 -7.2897 0.0113 0.104 0.005 -0.048
C 6.1081 -6.9676 -0.7544 -0.061 -0.022 0.059
C 2.9337 -6.6438 0.9682 -0.122 -0.037 0.064
C 1.9614 -5.6981 1.2443 -0.045 -0.107 0.078
C 1.3843 -2.3167 1.9885 0.140 -0.016 -0.131
N 0.8127 -1.0850 2.0948 1.430 -0.277 0.185
C 1.5868 -0.3339 2.9283 0.124 0.078 -0.137
C 1.5199 1.0707 3.0854 0.026 -0.121 -0.247
C 2.6970 1.7192 3.7565 -0.156 -0.057 0.097
C 3.9368 1.7180 3.1265 -0.016 0.032 0.045
C 5.0411 2.3613 3.6803 -0.101 -0.031 -0.007
C 4.9057 3.0257 4.8954 0.051 -0.053 -0.120
O 5.9092 3.7038 5.5176 0.109 0.010 -0.024
C 7.1556 3.7758 4.8499 -0.062 -0.009 0.051
C 3.6779 3.0213 5.5468 -0.115 0.011 0.054
C 2.5926 2.3773 4.9797 -0.041 0.025 0.142
C 0.6196 1.9554 2.4388 0.116 0.053 -0.093
C 0.7234 3.4052 2.4785 0.003 -0.084 0.014
C -0.1534 3.8911 1.5681 -0.049 -0.048 -0.010
C -0.8079 2.7474 0.9558 -0.047 0.074 -0.014
N -0.3515 1.6059 1.5490 0.705 1.254 -0.053
C 2.6417 -1.1734 3.4756 -0.040 0.019 -0.009
C 2.5255 -2.3872 2.8873 -0.038 0.014 0.007
N -0.8507 -2.2518 -0.1192 0.398 -0.747 -0.856
C -2.7865 -2.0764 -3.3554 -0.154 0.051 0.107
C -4.1287 -2.2888 -3.6524 -0.047 -0.047 -0.001
C -4.5393 -2.6080 -4.9398 -0.063 0.036 0.128
C -3.6036 -2.7149 -5.9557 0.048 0.001 -0.012
O -4.0620 -3.0322 -7.2082 0.004 -0.032 -0.116
C -3.5660 -2.2337 -8.2739 -0.019 -0.057 0.047
C -2.2529 -2.5550 -5.6701 0.038 0.044 0.059
C -1.8562 -2.2341 -4.3798 -0.013 -0.013 -0.026
H -1.7596 9.4779 -3.6085 -0.029 0.015 0.004
H -1.1611 7.8868 -4.1224 0.000 -0.026 -0.027
H -0.4624 8.6858 -2.6919 0.023 -0.003 0.020
H -4.0914 6.7648 -1.0128 0.034 -0.033 -0.007
H -3.8365 4.5238 0.0225 0.017 0.009 -0.016
H 0.0735 4.2011 -1.6458 -0.010 0.011 -0.008
H -0.1666 6.4144 -2.6813 0.015 -0.016 -0.003
H -3.3311 2.8737 -2.5315 0.054 -0.031 -0.033
H -3.6738 0.4380 -3.5626 0.028 0.018 0.024
H -1.6510 -4.3736 -2.5526 0.029 0.013 0.013
H 0.2218 -5.3014 -0.8937 0.014 0.035 -0.048
H 3.3730 -3.0081 -0.2022 0.019 -0.019 -0.005
H 5.1168 -4.6593 -0.7082 -0.014 -0.013 0.005
H 6.6661 -7.8918 -0.8686 0.007 -0.028 0.005
H 6.7339 -6.2303 -0.2463 0.008 0.022 0.022
H 5.8336 -6.5874 -1.7408 -0.017 0.008 -0.030
H 2.8282 -7.6716 1.2941 -0.010 0.044 -0.009
H 1.0786 -5.9937 1.8010 0.017 0.032 -0.034
H 4.0380 1.2107 2.1737 0.018 0.019 0.025
H 5.9841 2.3393 3.1525 -0.018 0.010 0.012
H 7.8031 4.3782 5.4798 0.004 0.012 0.022
H 7.0557 4.2544 3.8732 -0.010 0.014 -0.029
H 7.5989 2.7856 4.7221 0.000 -0.031 0.000
H 3.5949 3.5354 6.4970 -0.011 -0.028 -0.041
H 1.6410 2.3866 5.5002 0.019 -0.002 -0.045
H 1.3895 3.9681 3.1135 0.013 -0.003 -0.070
H -0.3343 4.9254 1.3183 0.018 -0.045 0.009
H 3.3741 -0.8620 4.2047 -0.006 -0.013 -0.055
H 3.1467 -3.2565 3.0418 -0.010 0.044 -0.022
H -4.8663 -2.1934 -2.8634 0.014 0.023 -0.025
H -5.5844 -2.7694 -5.1735 0.028 0.023 0.005
H -3.9495 -2.6689 -9.1929 -0.021 -0.010 0.004
H -2.4770 -2.2274 -8.3150 0.031 -0.025 -0.017
H -3.9240 -1.2056 -8.1815 0.000 0.032 0.026
H -1.5099 -2.6806 -6.4463 0.000 0.015 0.007
H -0.8040 -2.1004 -4.1579 -0.015 0.027 -0.020
C -4.7621 -0.8870 4.4943 0.006 -0.070 0.115
S -3.7913 -0.1229 3.2092 -0.200 -0.134 0.209
C -4.8754 -0.5224 1.8413 0.032 0.057 -0.091
O -2.5917 -1.0297 3.0350 -1.927 -0.301 1.902
H -5.0000 -1.9038 4.1814 -0.008 0.024 0.079
H -5.6631 -0.3000 4.6748 0.039 -0.026 -0.024
H -4.1356 -0.9018 5.3845 -0.058 0.009 0.010
H -5.8209 0.0054 1.9718 0.030 -0.016 -0.026
H -5.0208 -1.6029 1.8239 -0.003 0.029 -0.033
H -4.3895 -0.1854 0.9214 -0.052 0.006 0.023
```
Forces are in eV/Å.